Record 1
The following is a quantum chemistry calculation of C20H41BrIIrNO14P4 as an isolated structure, from the Open Molecules 2025 dataset.

```
83
C20H41BrIIrNO14P4, DFT ωB97M-V with the def2-TZVPD basis set
Ir -0.21 -0.54 1.61
O -0.29 -5.38 5.43
C -0.23 -4.32 4.64
C -0.13 -3.01 5.09
C -0.07 -2.00 4.16
N -0.11 -2.20 2.82
C -0.22 -3.48 2.40
Br -0.30 -3.88 0.58
C -0.28 -4.54 3.27
H -0.24 -5.15 6.37
H -0.08 -2.77 6.14
H 0.02 -0.98 4.48
H -0.36 -5.55 2.88
C -3.98 -1.31 3.54
C -3.92 -0.18 2.53
O -5.20 0.42 2.45
P -2.66 1.05 2.98
O -3.02 1.66 4.37
O -2.77 2.22 1.95
O -1.28 0.40 3.06
P -3.38 -0.71 0.85
O -4.27 -1.93 0.40
O -3.49 0.50 -0.01
O -1.99 -1.36 1.08
H -4.28 -0.92 4.51
H -3.01 -1.81 3.63
H -4.72 -2.04 3.22
H -5.23 1.08 1.75
H -2.29 1.85 4.97
H -2.97 1.86 1.04
H -5.05 -1.69 -0.11
C -0.03 -3.31 -3.34
C -0.32 -1.82 -3.32
C 0.45 -1.04 -4.35
O -0.07 -1.29 -1.94
P 1.22 -0.88 -1.22
O 1.11 -1.19 0.27
C 1.46 0.88 -1.52
P 0.43 1.94 -0.46
O -0.52 1.03 0.29
O 1.33 2.71 0.52
C 2.11 3.97 0.40
C 2.93 3.97 -0.87
C 1.17 5.14 0.54
O -0.29 3.00 -1.31
C -1.20 2.93 -2.49
C -1.88 1.59 -2.60
C -0.40 3.33 -3.70
O 2.39 -1.67 -1.83
C 3.86 -1.69 -1.54
C 4.55 -0.87 -2.60
C 4.15 -1.24 -0.12
H -0.35 -3.71 -4.30
H -0.58 -3.82 -2.56
H 1.04 -3.50 -3.22
H -1.39 -1.65 -3.42
H 1.53 -1.16 -4.23
H 0.19 0.02 -4.34
H 0.18 -1.42 -5.34
H 1.19 1.05 -2.57
H 2.51 1.15 -1.41
H 2.76 3.90 1.27
H 2.28 3.94 -1.76
H 3.63 3.14 -0.90
H 3.50 4.90 -0.92
H 0.51 5.23 -0.32
H 1.76 6.06 0.61
H 0.57 5.05 1.44
H -1.93 3.70 -2.25
H -1.16 0.79 -2.82
H -2.58 1.63 -3.44
H -2.43 1.32 -1.70
H 0.34 2.57 -3.96
H 0.11 4.28 -3.54
H -1.07 3.45 -4.55
H 4.10 -2.74 -1.65
H 4.32 0.19 -2.51
H 4.27 -1.21 -3.60
H 5.63 -0.99 -2.50
H 3.88 -0.19 0.04
H 5.22 -1.33 0.05
H 3.63 -1.85 0.61
I 1.88 0.40 2.93
```

## Properties
DFT total energy = -169696.432 eV
HOMO energy (spin up / spin down) = -14.3 / -14.2 eV
charge = +2
frontier orbital gap (spin up / spin down) = 8.21 / 5.95 eV
multiplicity = 2
energy relative to the best compared isomer or geometry (same formula, charge and spin) = 0.0 kJ/mol
expectation value of S² = 0.756

***

Record 2
The following is a quantum chemistry calculation of a 11-piece molecular cluster, C20H41ClN10O20 overall in a non-equilibrium geometry, from the Open Molecules 2025 dataset.

```
92
C20H41ClN10O20, DFT ωB97M-V with the def2-TZVPD basis set
C 1.40 -1.18 -3.05
C 2.34 -1.08 -1.85
N 1.55 -0.72 -0.67
C 0.95 0.50 -0.44
C 0.23 0.39 0.71
N 0.46 -0.87 1.22
C 1.22 -1.51 0.34
C -0.07 -1.54 2.40
H 0.63 -1.96 -3.02
H 2.02 -1.38 -3.93
H 0.89 -0.26 -3.32
H 3.03 -0.25 -2.00
H 2.93 -1.98 -1.67
H 1.04 1.32 -1.14
H -0.55 0.99 1.14
H 1.56 -2.53 0.45
H -0.19 -0.84 3.22
H 0.62 -2.34 2.66
H -1.04 -1.96 2.12
Cl 3.81 -3.25 2.20
O 4.34 -3.06 0.86
O 2.60 -4.09 2.15
O 4.78 -3.92 3.04
O 3.42 -1.95 2.66
C 6.57 1.67 0.19
N 5.99 2.12 -1.11
O 6.66 2.88 -1.79
O 4.91 1.67 -1.46
H 7.59 2.02 0.30
H 6.52 0.59 0.18
H 6.02 2.15 1.00
C 0.20 3.75 5.72
N 0.64 2.50 5.04
O 1.68 2.00 5.39
O -0.16 1.94 4.31
H -0.59 4.14 5.09
H 1.06 4.40 5.89
H -0.19 3.45 6.69
C 2.73 5.64 0.13
N 3.09 4.78 -1.04
O 3.99 5.25 -1.72
O 2.45 3.80 -1.31
H 3.64 5.99 0.59
H 2.15 4.99 0.80
H 2.04 6.41 -0.20
C -2.43 1.15 -2.38
N -1.32 2.03 -2.89
O -1.63 3.07 -3.44
O -0.18 1.64 -2.77
H -2.41 0.30 -3.05
H -3.34 1.72 -2.49
H -2.16 0.91 -1.36
C -4.80 -1.07 3.17
N -3.69 -0.46 2.41
O -3.80 -0.31 1.23
O -2.74 -0.04 3.04
H -4.64 -0.84 4.22
H -4.73 -2.16 3.12
H -5.77 -0.69 2.88
C -0.77 -4.46 3.85
N -2.17 -4.30 3.37
O -2.48 -5.04 2.44
O -2.91 -3.52 3.91
H -0.75 -5.37 4.46
H -0.55 -3.60 4.48
H -0.07 -4.54 3.03
C -2.85 -3.88 -0.67
N -2.72 -2.39 -0.76
O -1.79 -1.93 -0.11
O -3.48 -1.80 -1.48
H -3.47 -4.22 -1.49
H -3.20 -4.17 0.32
H -1.84 -4.28 -0.79
C -2.27 3.13 2.47
N -3.20 2.68 1.40
O -2.71 2.23 0.39
O -4.37 2.67 1.72
H -2.54 2.63 3.40
H -2.55 4.16 2.69
H -1.26 2.93 2.16
C -0.10 -0.67 -7.03
C -1.09 0.26 -6.85
C -2.09 0.03 -5.91
C -2.14 -1.14 -5.15
C -1.16 -2.12 -5.37
C -0.12 -1.80 -6.24
H 0.69 -0.53 -7.76
H -1.04 1.15 -7.47
H -2.86 0.79 -5.84
H -2.98 -1.23 -4.48
H -1.08 -3.03 -4.78
H 0.63 -2.56 -6.41
```

## Properties
DFT total energy = -89748.039 eV
HOMO energy = -8.9 eV
frontier orbital gap = 8.50 eV
energy relative to the best compared isomer or geometry (same formula, charge and spin) = 0.0 kJ/mol

***

Record 3
The following is a quantum chemistry calculation of C20H41F6N4PPtSbSi3 as an isolated structure in a non-equilibrium geometry, from the Open Molecules 2025 dataset.

```
77
C20H41F6N4PPtSbSi3, DFT ωB97M-V with the def2-TZVPD basis set
Pt -0.34 -0.09 -0.58
C -1.32 4.05 1.32
Si -0.41 2.77 0.31
C 1.36 2.64 0.89
C -0.40 3.24 -1.50
C -1.58 1.17 0.52
Si -1.83 0.71 2.40
C -1.95 -1.17 2.34
C -0.48 1.37 3.49
C -3.40 1.52 3.01
Si -3.25 1.11 -0.37
C -4.22 2.69 -0.31
C -4.29 -0.38 0.04
C -2.66 0.80 -2.14
C -3.41 1.06 -3.28
C -2.93 0.73 -4.53
C -1.68 0.12 -4.62
C -0.98 -0.12 -3.47
N -1.45 0.21 -2.25
H -0.85 5.01 1.07
H -1.19 3.88 2.39
H -2.38 4.12 1.10
H 2.01 3.10 0.14
H 1.69 1.61 1.05
H 1.50 3.17 1.83
H 0.05 4.23 -1.58
H -1.39 3.31 -1.95
H 0.20 2.55 -2.10
H -1.75 -1.61 1.36
H -2.95 -1.49 2.65
H -1.21 -1.55 3.04
H 0.50 1.25 3.07
H -0.50 0.81 4.43
H -0.65 2.42 3.73
H -4.31 1.24 2.48
H -3.30 2.60 2.96
H -3.54 1.25 4.06
H -4.47 2.96 0.72
H -5.16 2.56 -0.84
H -3.69 3.53 -0.76
H -4.69 -0.36 1.05
H -3.74 -1.31 -0.10
H -5.15 -0.39 -0.64
H -4.38 1.53 -3.17
H -3.51 0.94 -5.42
H -1.26 -0.16 -5.58
H -0.01 -0.59 -3.50
C 4.33 -2.30 -2.13
N 4.14 -1.64 -0.78
C 4.04 -2.74 0.26
N 2.96 -3.61 -0.14
C 3.20 -4.31 -1.40
N 3.25 -3.22 -2.37
C 1.95 -2.60 -2.62
P 1.36 -1.68 -1.10
C 2.92 -0.76 -0.78
C 1.65 -3.11 0.09
H 5.28 -2.83 -2.12
H 4.36 -1.53 -2.89
H 4.94 -1.06 -0.51
H 3.85 -2.29 1.24
H 4.99 -3.29 0.26
H 2.39 -4.99 -1.63
H 4.14 -4.85 -1.37
H 1.24 -3.37 -2.91
H 2.05 -1.89 -3.44
H 2.86 -0.30 0.21
H 3.06 0.02 -1.53
H 0.90 -3.88 -0.08
H 1.56 -2.71 1.12
F 0.88 -0.49 0.96
Sb 2.92 -1.08 3.51
F 2.44 0.34 4.72
F 3.98 -0.43 1.68
F 3.51 -2.07 4.99
F 3.12 -2.76 2.45
F 1.10 -1.63 3.54
```

## Properties
DFT total energy = -86363.443 eV
HOMO energy (spin up / spin down) = -13.3 / -14.9 eV
charge = +2
frontier orbital gap (spin up / spin down) = 7.67 / 5.02 eV
multiplicity = 4
energy relative to the best compared isomer or geometry (same formula, charge and spin) = 30.6 kJ/mol
expectation value of S² = 3.770